No. 1
Entry from the Open Molecules 2025 dataset: C16H27KO6S5 as an isolated structure (the ωB97M-V functional and the def2-TZVPD basis).

Calculated values
**Charge**: 0
**Gap between HOMO and LUMO**: 6.3077 eV
**Relative energy (zero: lowest compared OMol25 entry of this formula, charge and spin)**: 6.5 kcal/mol
**Energy**: -99815.414 eV

Atoms and positions in Å:
K 0.951 0.160 0.208
C -2.019 -1.218 0.038
C -1.596 -0.994 -1.399
O -0.224 -1.368 -1.571
C 0.305 -1.111 -2.867
C 0.869 0.292 -3.073
O 1.883 0.693 -2.162
C 3.218 0.313 -2.408
C 3.586 -1.034 -1.817
O 3.315 -1.020 -0.422
C 3.290 -2.326 0.126
C 2.998 -2.275 1.604
O 1.634 -1.935 1.797
C 1.235 -1.823 3.158
C 1.262 -0.379 3.641
O 0.591 0.526 2.792
C -0.817 0.696 2.958
C -1.694 -0.320 2.242
O -1.491 -0.185 0.850
H -1.657 -2.196 0.385
H -3.115 -1.215 0.081
H -1.749 0.057 -1.661
H -2.222 -1.613 -2.051
H -0.467 -1.269 -3.629
H 1.075 -1.867 -3.024
H 0.081 1.036 -2.952
H 1.238 0.354 -4.104
H 3.834 1.086 -1.943
H 3.437 0.306 -3.482
H 4.651 -1.231 -1.991
H 3.017 -1.839 -2.292
H 4.255 -2.824 -0.032
H 2.513 -2.920 -0.371
H 3.660 -1.554 2.096
H 3.194 -3.269 2.024
H 1.886 -2.425 3.802
H 0.233 -2.243 3.224
H 2.297 -0.030 3.679
H 0.860 -0.332 4.661
H -1.040 1.676 2.534
H -1.067 0.703 4.026
H -2.737 -0.095 2.496
H -1.486 -1.349 2.557
C -3.449 4.406 1.254
S -3.519 2.600 1.186
C -3.210 2.344 -0.516
C -2.036 2.588 -1.157
S -0.505 3.053 -0.547
S -2.162 2.356 -2.904
C -3.762 1.705 -3.001
S -4.480 1.250 -4.413
S -4.564 1.789 -1.483
H -3.594 4.692 2.295
H -4.238 4.841 0.645
H -2.470 4.737 0.913

These are the natural (NBO) partial charges, in e, on atoms 1 to 8: atom 1 (K): 0.871, atom 2 (C): -0.083, atom 3 (C): -0.095, atom 4 (O): -0.576, atom 5 (C): -0.094, atom 6 (C): -0.113, atom 7 (O): -0.548, atom 8 (C): -0.081


No. 2
Entry from the Open Molecules 2025 dataset: one molecule with the formula C8H8F3N3 (the ωB97M-V functional and the def2-TZVPD basis).

Calculated values
**Charge**: 0
**Gap between HOMO and LUMO**: 9.1379 eV
**SMILES string**: Nc1ccccc1C1(C(F)(F)F)NN1
**Relative energy (zero: lowest compared OMol25 entry of this formula, charge and spin)**: 19.2 kcal/mol
**Energy**: -21046.375 eV

Atoms and positions in Å:
C -0.621 0.081 2.269
C -0.282 1.414 1.952
C -0.397 -0.918 1.297
C -0.100 1.742 0.616
C 0.197 -0.603 0.109
C 0.288 0.767 -0.309
C 0.496 -1.654 -0.924
C 1.950 -2.129 -0.935
N -0.115 -1.676 -2.208
N -0.532 -2.625 -1.210
N 0.840 0.969 -1.550
F 2.325 -2.407 0.300
F 2.225 -3.117 -1.842
F 2.788 -1.129 -1.240
H -0.992 -0.181 3.158
H -0.428 2.306 2.583
H -0.616 -1.987 1.557
H -0.120 2.825 0.521
H -0.699 -0.850 -2.322
H -0.076 -3.536 -1.285
H 0.639 1.877 -1.883
H 0.855 0.262 -2.293

These are the natural (NBO) partial charges, in e, on atoms 1 to 8: atom 1 (C): -0.256, atom 2 (C): -0.157, atom 3 (C): -0.143, atom 4 (C): -0.294, atom 5 (C): -0.133, atom 6 (C): 0.203, atom 7 (C): 0.088, atom 8 (C): 0.957


No. 3
Entry from the Open Molecules 2025 dataset: a 17-piece molecular cluster, C43H69FN21O5S overall (the ωB97M-V functional and the def2-TZVPD basis).

Calculated values
**Charge**: +1
**Gap between HOMO and LUMO**: 8.6765 eV
**Energy**: -100780.733 eV

Atoms and positions in Å:
C -2.372 0.540 -1.778
C -1.428 -0.585 -1.476
O -0.596 -0.486 -0.597
N -1.577 -1.726 -2.327
C -0.304 -2.394 -2.689
C 0.790 -1.441 -3.092
C 0.614 -0.679 -4.415
C 1.922 0.069 -4.666
N 1.885 1.470 -4.143
C 2.048 1.635 -2.835
N 1.199 2.496 -2.153
S 1.098 4.057 -2.823
O 2.271 4.392 -3.532
O -0.144 4.134 -3.487
F 1.024 4.905 -1.555
N 2.998 1.025 -2.156
N 3.128 1.281 -0.784
C 4.425 1.932 -0.533
C 4.537 2.612 0.778
O 5.279 1.870 -1.368
C 2.978 0.055 0.052
C 3.558 -1.242 -0.426
O 2.424 0.189 1.097
H -1.837 1.330 -2.298
H -3.167 0.159 -2.407
H -2.824 0.912 -0.866
H -2.125 -2.393 -1.792
H 0.077 -3.066 -1.922
H -0.520 -3.018 -3.547
H 1.673 -2.059 -3.241
H 1.035 -0.751 -2.290
H 0.493 -1.389 -5.215
H -0.253 -0.021 -4.392
H 2.753 -0.504 -4.286
H 2.084 0.143 -5.730
H 0.974 1.847 -4.392
H 1.503 2.613 -1.182
H 3.642 0.385 -2.602
H 5.491 2.339 1.212
H 3.743 2.328 1.457
H 4.508 3.687 0.640
H 4.463 -1.058 -1.000
H 2.817 -1.776 -1.008
H 3.818 -1.812 0.452
C 3.773 -5.780 0.390
C 3.236 -4.838 -0.575
N 2.803 -4.085 -1.327
H 3.428 -5.546 1.394
H 3.467 -6.799 0.166
H 4.862 -5.752 0.396
C -3.778 0.862 2.821
C -4.537 0.541 1.625
N -5.138 0.288 0.678
H -4.023 0.187 3.638
H -2.707 0.783 2.647
H -3.979 1.876 3.159
C 4.910 -4.159 -4.242
C 4.338 -3.204 -5.168
N 3.886 -2.447 -5.901
H 4.602 -3.941 -3.221
H 4.584 -5.171 -4.478
H 5.998 -4.137 -4.279
C -3.949 -3.532 3.672
C -3.279 -2.403 4.293
N -2.762 -1.509 4.790
H -4.977 -3.602 4.022
H -3.963 -3.425 2.588
H -3.438 -4.461 3.919
C 0.094 2.633 1.130
C -0.640 2.835 2.366
N -1.234 3.002 3.331
H -0.049 3.487 0.463
H 1.159 2.520 1.325
H -0.250 1.731 0.619
C -7.876 -1.068 2.824
C -6.959 -0.949 3.945
N -6.241 -0.849 4.836
H -7.411 -1.601 1.997
H -8.779 -1.605 3.112
H -8.169 -0.082 2.464
C 7.482 -0.958 -6.996
C 7.320 -1.411 -5.626
N 7.190 -1.767 -4.543
H 8.104 -1.652 -7.559
H 6.515 -0.889 -7.491
H 7.954 0.022 -7.025
C -3.206 -0.720 -6.702
C -2.230 -1.642 -6.146
N -1.463 -2.373 -5.707
H -4.162 -0.819 -6.191
H -2.870 0.311 -6.598
H -3.364 -0.920 -7.760
C -6.511 3.376 3.590
C -7.522 2.886 2.670
N -8.316 2.514 1.930
H -6.961 3.896 4.434
H -5.911 2.561 3.990
H -5.834 4.071 3.095
C 1.165 -7.106 4.162
C 2.074 -7.628 3.155
N 2.789 -8.046 2.359
H 0.605 -6.262 3.775
H 0.456 -7.867 4.479
H 1.710 -6.772 5.043
C 3.009 7.995 -1.174
C 3.784 8.844 -0.285
N 4.393 9.512 0.420
H 1.979 7.912 -0.832
H 2.994 8.396 -2.186
H 3.434 6.993 -1.218
C -0.123 6.292 4.324
C 0.546 7.425 4.943
N 1.080 8.322 5.418
H -1.142 6.186 4.690
H -0.169 6.416 3.243
H 0.403 5.363 4.534
C -6.598 4.169 -1.297
C -5.649 4.328 -0.209
N -4.917 4.441 0.667
H -6.159 3.595 -2.111
H -7.486 3.643 -0.948
H -6.904 5.138 -1.686
C -0.116 11.354 4.300
C -0.893 12.125 3.343
N -1.502 12.731 2.583
H -0.303 11.689 5.318
H -0.369 10.298 4.247
H 0.950 11.449 4.107
C 3.468 -11.117 4.268
C 2.511 -10.948 5.348
N 1.741 -10.803 6.186
H 3.506 -10.225 3.646
H 4.472 -11.303 4.647
H 3.200 -11.956 3.628
C -2.756 -7.482 2.667
C -2.116 -6.467 3.489
N -1.616 -5.669 4.146
H -3.822 -7.534 2.880
H -2.629 -7.259 1.609
H -2.325 -8.463 2.861

These are the Löwdin partial charges, in e, on atoms 1 to 8: atom 1 (C): 0.006, atom 2 (C): -0.493, atom 3 (O): 0.066, atom 4 (N): 0.042, atom 5 (C): -0.202, atom 6 (C): -0.203, atom 7 (C): -0.163, atom 8 (C): -0.138


No. 4
Entry from the Open Molecules 2025 dataset: an isolated ion of composition C4H7N2 and charge +1 (the ωB97M-V functional and the def2-TZVPD basis).

Calculated values
**Charge**: +1
**2S+1**: 3
**⟨S²⟩**: 2.015
**Gap between HOMO and LUMO (alpha / beta)**: 8.0354 / 8.8809 eV
**Relative energy (zero: lowest compared OMol25 entry of this formula, charge and spin)**: 12.7 kcal/mol
**Energy**: -7230.182 eV

Atoms and positions in Å:
C 1.872 0.697 0.227
C 0.587 -1.115 -0.165
C -0.255 0.060 -0.388
C -1.556 0.278 0.306
N 1.759 -0.694 0.130
N 0.685 1.124 -0.072
H 0.232 -2.112 -0.487
H -0.374 -0.052 -1.482
H -2.302 0.984 -0.161
H -1.547 0.699 1.347
H -2.022 -0.698 0.324
H 2.554 -1.290 0.388
H 0.367 2.119 0.033

These are the natural (NBO) partial charges, in e, on atoms 1 to 8: atom 1 (C): 0.640, atom 2 (C): 0.059, atom 3 (C): -0.104, atom 4 (C): -0.648, atom 5 (N): -0.527, atom 6 (N): -0.603, atom 7 (H): 0.264, atom 8 (H): 0.239